Entry 1:
{"formula": "C28H71F2NO31P6", "method": "the ωB97M-V functional and the def2-TZVPD basis", "symbols": ["C", "C", "C", "O", "C", "N", "H", "H", "H", "H", "H", "H", "H", "H", "H", "H", "H", "C", "O", "P", "O", "O", "C", "O", "C", "H", "H", "H", "H", "H", "H", "H", "H", "H", "C", "O", "P", "O", "O", "C", "O", "C", "H", "H", "H", "H", "H", "H", "H", "H", "H", "C", "O", "P", "O", "O", "C", "O", "C", "H", "H", "H", "H", "H", "H", "H", "H", "H", "C", "O", "P", "O", "O", "C", "O", "C", "H", "H", "H", "H", "H", "H", "H", "H", "H", "C", "O", "P", "O", "O", "C", "O", "C", "H", "H", "H", "H", "H", "H", "H", "H", "H", "C", "O", "P", "O", "O", "C", "O", "C", "H", "H", "H", "H", "H", "H", "H", "H", "H", "C", "C", "O", "C", "O", "O", "F", "H", "H", "H", "C", "C", "O", "C", "O", "O", "F", "H", "H", "H"], "coordinates": [[-2.279, -4.243, 3.571], [-1.462, -3.144, 2.886], [-1.727, -3.217, 1.409], [-1.288, -2.027, 0.720], [-1.414, -2.220, -0.658], [-1.968, -1.849, 3.459], [-2.058, -4.261, 4.637], [-2.065, -5.230, 3.151], [-3.329, -4.012, 3.407], [-0.396, -3.241, 3.114], [-2.803, -3.253, 1.205], [-1.175, -4.065, 0.995], [-0.973, -3.150, -1.033], [-0.989, -1.419, -1.267], [-2.463, -2.258, -0.996], [-1.792, -1.186, 2.713], [-1.467, -1.703, 4.317], [5.767, -3.848, 0.479], [6.483, -2.600, 0.407], [5.605, -1.265, 0.578], [6.302, 0.017, 0.589], [4.744, -1.504, 1.903], [5.373, -1.749, 3.149], [4.552, -1.476, -0.590], [4.421, -0.487, -1.615], [5.797, -4.235, -0.541], [4.723, -3.721, 0.760], [6.206, -4.579, 1.154], [4.972, -1.076, 3.899], [6.465, -1.740, 3.097], [5.190, -2.785, 3.458], [4.907, -0.824, -2.528], [4.768, 0.533, -1.445], [3.359, -0.327, -1.804], [-4.470, 0.053, -5.544], [-3.659, 1.072, -6.201], [-2.096, 0.763, -6.311], [-1.741, -0.603, -6.707], [-1.568, 1.296, -4.914], [-0.240, 1.699, -4.680], [-1.566, 1.909, -7.294], [-2.382, 2.808, -8.016], [-3.827, -0.784, -5.281], [-5.199, -0.291, -6.274], [-4.969, 0.456, -4.672], [0.487, 0.889, -4.753], [-0.103, 2.034, -3.643], [0.008, 2.600, -5.242], [-1.850, 3.129, -8.912], [-2.648, 3.720, -7.474], [-3.311, 2.323, -8.318], [0.415, 4.660, 0.507], [0.673, 3.765, 1.605], [1.880, 4.189, 2.560], [1.965, 5.578, 3.034], [1.777, 3.048, 3.671], [1.058, 3.267, 4.879], [3.170, 3.667, 1.786], [4.470, 3.996, 2.334], [-0.482, 5.250, 0.673], [0.309, 4.057, -0.398], [1.246, 5.328, 0.272], [0.129, 2.713, 4.957], [0.869, 4.318, 5.109], [1.690, 2.995, 5.731], [4.468, 4.938, 2.878], [5.117, 4.025, 1.464], [4.756, 3.189, 3.009], [-2.007, 0.245, 5.995], [-2.204, 0.862, 4.721], [-2.958, 2.288, 4.757], [-2.128, 3.400, 5.218], [-3.458, 2.404, 3.241], [-2.553, 2.117, 2.191], [-4.313, 2.039, 5.543], [-5.368, 1.285, 4.928], [-1.798, -0.819, 5.922], [-2.909, 0.326, 6.601], [-1.151, 0.702, 6.492], [-1.531, 2.456, 2.360], [-2.941, 2.524, 1.259], [-2.515, 1.032, 2.040], [-5.933, 1.978, 4.292], [-6.085, 0.987, 5.686], [-5.006, 0.518, 4.247], [-2.687, 0.423, -2.013], [-3.781, 0.970, -1.276], [-5.275, 0.526, -1.593], [-5.427, -0.568, -2.568], [-5.799, 0.155, -0.154], [-5.242, -0.997, 0.507], [-6.134, 1.844, -1.874], [-5.850, 3.062, -1.241], [-2.411, -0.565, -1.636], [-1.810, 1.034, -1.793], [-2.808, 0.429, -3.092], [-4.731, -1.606, -0.238], [-6.075, -1.573, 0.903], [-4.581, -0.677, 1.309], [-5.804, 3.893, -1.952], [-4.853, 3.167, -0.794], [-6.562, 3.306, -0.453], [1.917, -3.515, -0.888], [1.286, -4.754, -0.493], [1.237, -5.989, -1.485], [0.552, -5.721, -2.759], [2.772, -6.415, -1.635], [3.206, -7.545, -2.401], [0.561, -7.066, -0.522], [-0.015, -8.205, -1.182], [2.974, -3.712, -0.720], [1.573, -2.700, -0.261], [1.754, -3.329, -1.949], [3.656, -7.173, -3.326], [2.357, -8.177, -2.640], [4.043, -8.016, -1.890], [-1.081, -8.225, -0.945], [0.463, -9.109, -0.813], [-0.006, -8.181, -2.272], [4.031, 4.440, -1.382], [3.571, 5.377, -2.445], [4.700, 6.184, -2.663], [5.445, 6.172, -1.515], [6.439, 6.793, -1.349], [4.959, 5.230, -0.666], [2.574, 6.239, -1.999], [4.491, 3.579, -1.883], [3.235, 3.980, -0.803], [3.177, 4.936, -3.356], [0.088, 0.476, 0.700], [1.543, 0.484, 1.228], [2.314, 1.108, 0.227], [1.526, 1.535, -0.776], [1.880, 2.118, -1.756], [0.284, 1.107, -0.598], [1.960, -0.810, 1.373], [-0.472, 1.250, 1.215], [-0.439, -0.450, 0.527], [1.772, 1.008, 2.156]], "lowdin_charge": [-0.07, -0.40, -0.16, -0.23, -0.13, 0.07, 0.08, 0.08, 0.08, 0.14, 0.13, 0.13, 0.10, 0.08, 0.09, 0.04, 0.04, -0.09, -0.21, 0.38, -0.21, -0.24, -0.10, -0.21, -0.09, 0.09, 0.07, 0.09, 0.09, 0.09, 0.09, 0.10, 0.08, 0.07, -0.07, -0.23, 0.37, -0.22, -0.23, -0.10, -0.21, -0.11, 0.08, 0.09, 0.06, 0.10, 0.07, 0.09, 0.09, 0.09, 0.08, -0.07, -0.22, 0.38, -0.21, -0.22, -0.09, -0.24, -0.05, 0.10, 0.08, 0.08, 0.05, 0.09, 0.09, 0.09, 0.08, 0.09, -0.09, -0.24, 0.39, -0.21, -0.20, -0.10, -0.21, -0.08, 0.07, 0.09, 0.09, 0.07, 0.10, 0.07, 0.09, 0.09, 0.09, -0.07, -0.21, 0.38, -0.22, -0.21, -0.07, -0.18, -0.12, 0.04, 0.08, 0.07, 0.07, 0.09, 0.08, 0.09, 0.08, 0.09, -0.06, -0.23, 0.36, -0.23, -0.22, -0.07, -0.20, -0.11, 0.07, 0.08, 0.10, 0.09, 0.08, 0.09, 0.09, 0.09, 0.08, -0.09, -0.28, 0.13, -0.52, 0.19, 0.08, 0.04, 0.15, 0.11, 0.17, 0.02, -0.24, 0.13, -0.60, 0.14, 0.05, 0.06, 0.10, 0.09, 0.16], "e_tot_ha": -5745.04918, "total_charge": 0, "smiles": "O=C1OC[C@@H](F)O1.O=C1OC[C@@H](F)O1.COP(=O)(OC)OC.COP(=O)(OC)OC.COP(=O)(OC)OC.COP(=O)(OC)OC.COP(=O)(OC)OC.COP(=O)(OC)OC.COC[C@H](C)N", "lumo_ev": 0.2}



Entry 2:
{"formula": "C28H71N5O9", "method": "the ωB97M-V functional and the def2-TZVPD basis", "symbols": ["C", "O", "C", "C", "N", "C", "C", "O", "C", "H", "H", "H", "H", "H", "H", "H", "H", "H", "H", "H", "H", "H", "H", "H", "C", "O", "C", "C", "N", "C", "C", "O", "C", "H", "H", "H", "H", "H", "H", "H", "H", "H", "H", "H", "H", "H", "H", "H", "C", "O", "C", "C", "N", "C", "C", "O", "C", "H", "H", "H", "H", "H", "H", "H", "H", "H", "H", "H", "H", "H", "H", "H", "C", "O", "C", "C", "N", "C", "C", "O", "C", "H", "H", "H", "H", "H", "H", "H", "H", "H", "H", "H", "H", "H", "H", "H", "C", "C", "C", "O", "C", "N", "H", "H", "H", "H", "H", "H", "H", "H", "H", "H", "H"], "coordinates": [[-29.042, 4.286, 10.719], [-29.903, 4.645, 11.863], [-31.211, 4.159, 11.774], [-31.425, 2.958, 12.780], [-30.668, 3.112, 14.006], [-30.350, 1.814, 14.500], [-29.322, 1.904, 15.686], [-29.398, 0.607, 16.438], [-28.485, 0.486, 17.499], [-28.179, 4.950, 10.666], [-29.574, 4.186, 9.773], [-28.648, 3.283, 10.884], [-31.633, 3.882, 10.808], [-31.903, 4.918, 12.137], [-31.247, 2.012, 12.269], [-32.461, 2.771, 13.065], [-29.909, 3.758, 13.842], [-29.696, 1.387, 13.738], [-31.208, 1.167, 14.684], [-29.619, 2.675, 16.398], [-28.370, 2.299, 15.330], [-28.579, 1.306, 18.211], [-27.505, 0.884, 17.238], [-28.578, -0.447, 18.055], [-30.480, -10.637, 15.138], [-29.122, -10.972, 14.709], [-28.409, -9.777, 14.337], [-27.192, -10.078, 13.489], [-27.272, -10.853, 12.244], [-25.943, -11.147, 11.735], [-25.790, -11.614, 10.273], [-25.342, -10.737, 9.263], [-25.797, -9.424, 9.393], [-30.938, -11.624, 15.206], [-30.943, -9.966, 14.415], [-30.487, -10.031, 16.044], [-28.343, -9.118, 15.202], [-28.991, -9.144, 13.667], [-26.632, -10.665, 14.217], [-26.716, -9.110, 13.339], [-27.590, -11.720, 12.654], [-25.542, -11.977, 12.316], [-25.179, -10.384, 11.887], [-26.767, -11.952, 9.928], [-25.201, -12.528, 10.201], [-26.858, -9.450, 9.640], [-25.718, -8.947, 8.416], [-25.255, -8.709, 10.011], [-33.470, -4.117, 19.552], [-33.767, -2.816, 19.163], [-34.427, -2.256, 20.268], [-35.982, -2.443, 20.258], [-36.656, -1.296, 19.729], [-38.078, -1.536, 19.526], [-38.446, -1.872, 18.016], [-39.787, -2.178, 17.652], [-40.573, -2.681, 18.641], [-32.529, -4.269, 20.080], [-33.444, -4.661, 18.608], [-34.255, -4.662, 20.077], [-34.087, -1.228, 20.395], [-33.991, -2.545, 21.224], [-36.375, -2.647, 21.254], [-36.227, -3.366, 19.732], [-36.250, -1.145, 18.816], [-38.538, -0.560, 19.680], [-38.557, -2.168, 20.274], [-37.858, -2.773, 17.838], [-37.918, -1.166, 17.375], [-41.622, -2.791, 18.365], [-40.798, -2.229, 19.607], [-40.151, -3.672, 18.805], [-22.232, -6.475, 21.455], [-22.791, -5.305, 20.764], [-24.198, -5.142, 20.999], [-24.722, -4.066, 20.066], [-25.274, -4.562, 18.848], [-24.138, -4.801, 17.976], [-24.537, -4.713, 16.516], [-24.945, -3.365, 16.325], [-24.840, -2.972, 14.970], [-21.198, -6.544, 21.115], [-22.694, -7.438, 21.239], [-22.276, -6.340, 22.535], [-24.287, -4.841, 22.043], [-24.739, -6.075, 20.845], [-24.026, -3.230, 19.991], [-25.582, -3.698, 20.626], [-25.781, -3.872, 18.313], [-23.856, -5.812, 18.268], [-23.355, -4.052, 18.093], [-25.442, -5.295, 16.343], [-23.737, -5.095, 15.882], [-25.847, -2.812, 14.587], [-24.202, -3.499, 14.261], [-24.413, -1.969, 14.978], [-30.389, -5.518, 18.650], [-30.063, -5.311, 17.209], [-28.813, -4.460, 16.933], [-28.863, -3.925, 15.596], [-28.836, -2.511, 15.525], [-29.931, -6.667, 16.631], [-30.103, -4.615, 19.189], [-29.848, -6.333, 19.131], [-31.469, -5.637, 18.737], [-30.928, -4.740, 16.874], [-27.910, -5.046, 17.104], [-28.719, -3.694, 17.702], [-29.221, -2.079, 14.601], [-27.810, -2.214, 15.741], [-29.557, -2.049, 16.199], [-29.050, -7.038, 16.957], [-29.962, -6.782, 15.628]], "lowdin_charge": [-0.05, -0.20, -0.22, -0.22, -0.08, -0.22, -0.14, -0.21, -0.15, 0.08, 0.08, 0.08, 0.12, 0.11, 0.10, 0.11, 0.10, 0.11, 0.13, 0.11, 0.12, 0.07, 0.08, 0.09, -0.08, -0.20, -0.24, -0.23, -0.04, -0.23, -0.21, -0.18, -0.14, 0.09, 0.08, 0.08, 0.11, 0.11, 0.11, 0.12, 0.10, 0.11, 0.12, 0.12, 0.12, 0.09, 0.08, 0.08, -0.16, -0.15, -0.23, -0.21, -0.07, -0.21, -0.18, -0.15, -0.18, 0.08, 0.09, 0.09, 0.12, 0.11, 0.12, 0.11, 0.10, 0.11, 0.11, 0.11, 0.12, 0.09, 0.09, 0.10, -0.08, -0.21, -0.22, -0.24, -0.05, -0.22, -0.22, -0.19, -0.11, 0.08, 0.08, 0.08, 0.12, 0.12, 0.13, 0.12, 0.09, 0.12, 0.12, 0.12, 0.12, 0.07, 0.09, 0.08, -0.08, -0.42, -0.18, -0.18, -0.11, 0.04, 0.08, 0.08, 0.05, 0.14, 0.11, 0.11, 0.09, 0.08, 0.07, 0.06, 0.06], "e_tot_ha": -2059.93305, "relative_energy_kj_mol": 527.6, "total_charge": 0, "smiles": "COC[C@H](C)N.COCCNCCOC.COCCNCCOC.COCCNCCOC.COCCNCCOC", "lumo_ev": 0.6}



Entry 3:
{"formula": "C28H72AsF9N6O8", "method": "the ωB97M-V functional and the def2-TZVPD basis", "symbols": ["C", "O", "O", "C", "F", "F", "F", "C", "C", "H", "H", "H", "H", "H", "H", "As", "F", "F", "F", "F", "F", "F", "C", "C", "C", "O", "C", "N", "H", "H", "H", "H", "H", "H", "H", "H", "H", "H", "H", "C", "C", "C", "O", "C", "N", "H", "H", "H", "H", "H", "H", "H", "H", "H", "H", "H", "C", "C", "C", "O", "C", "N", "H", "H", "H", "H", "H", "H", "H", "H", "H", "H", "H", "C", "C", "C", "O", "C", "N", "H", "H", "H", "H", "H", "H", "H", "H", "H", "H", "H", "C", "C", "C", "O", "C", "N", "H", "H", "H", "H", "H", "H", "H", "H", "H", "H", "H", "C", "C", "C", "O", "C", "N", "H", "H", "H", "H", "H", "H", "H", "H", "H", "H", "H"], "coordinates": [[2.539, 3.185, 3.490], [2.386, 2.321, 4.658], [1.225, 3.229, 2.998], [3.292, 4.472, 3.903], [3.682, 5.268, 2.907], [2.510, 5.267, 4.606], [4.360, 4.317, 4.652], [3.352, 1.294, 4.811], [2.697, -0.062, 4.793], [3.328, -0.864, 5.178], [1.747, -0.023, 5.327], [2.451, -0.288, 3.756], [3.712, 1.404, 5.834], [4.238, 1.271, 4.177], [3.145, 2.789, 2.675], [1.157, -0.342, -0.227], [2.138, -0.879, -1.608], [1.065, -2.026, 0.363], [0.163, 0.208, 1.174], [1.250, 1.373, -0.852], [-0.307, -0.647, -1.232], [2.522, -0.134, 0.922], [-3.651, 1.220, 1.285], [-2.712, 0.859, 2.432], [-2.366, -0.613, 2.621], [-1.445, -0.525, 3.739], [-0.877, -1.790, 4.197], [-1.642, 1.775, 2.209], [-3.193, 1.107, 0.302], [-4.068, 2.219, 1.408], [-4.441, 0.473, 1.346], [-3.212, 1.142, 3.358], [-1.928, -1.007, 1.704], [-3.293, -1.061, 2.978], [-0.330, -1.651, 5.130], [-0.255, -2.342, 3.493], [-1.654, -2.404, 4.652], [-1.848, 2.048, 1.259], [-0.883, 1.166, 1.939], [-3.375, 0.049, -3.695], [-4.293, -1.174, -3.954], [-3.621, -2.018, -5.077], [-4.128, -3.343, -4.902], [-3.372, -4.260, -5.703], [-4.276, -1.948, -2.683], [-2.450, -0.302, -3.238], [-3.918, 0.714, -3.023], [-3.157, 0.761, -4.491], [-5.295, -0.794, -4.152], [-2.537, -1.975, -4.967], [-3.760, -1.629, -6.085], [-3.344, -3.895, -6.729], [-3.876, -5.224, -5.763], [-2.360, -4.463, -5.351], [-4.359, -2.898, -3.017], [-3.324, -2.056, -2.364], [2.703, -5.327, 1.654], [4.079, -4.818, 2.144], [5.123, -5.027, 1.051], [4.770, -4.639, -0.219], [4.286, -3.243, -0.425], [3.848, -3.389, 2.520], [2.815, -6.398, 1.489], [2.350, -4.764, 0.790], [1.889, -5.314, 2.378], [4.399, -5.451, 2.972], [5.329, -6.098, 1.082], [6.076, -4.577, 1.328], [4.411, -3.027, -1.486], [4.644, -2.433, 0.210], [3.219, -3.140, -0.231], [3.522, -2.830, 1.745], [3.113, -3.317, 3.209], [0.055, -4.554, -1.611], [-1.481, -4.728, -1.775], [-2.209, -5.847, -0.999], [-1.702, -7.103, -1.339], [-2.302, -7.679, -2.517], [-1.932, -3.471, -1.281], [0.320, -3.814, -2.367], [0.663, -5.419, -1.876], [0.340, -4.194, -0.623], [-1.701, -4.907, -2.827], [-3.297, -5.799, -1.050], [-1.939, -5.686, 0.044], [-2.408, -7.082, -3.422], [-3.308, -7.911, -2.167], [-1.895, -8.676, -2.684], [-1.299, -2.698, -1.428], [-1.772, -3.652, -0.300], [3.476, 4.156, -0.655], [2.374, 5.140, -0.497], [1.922, 5.977, -1.752], [3.103, 6.379, -2.503], [2.799, 7.301, -3.541], [1.286, 4.375, 0.174], [3.188, 3.470, -1.451], [3.677, 3.634, 0.280], [4.454, 4.546, -0.937], [2.742, 5.834, 0.259], [1.416, 6.833, -1.307], [1.281, 5.370, -2.392], [2.194, 6.829, -4.315], [3.760, 7.582, -3.973], [2.352, 8.182, -3.080], [1.488, 3.966, 1.075], [1.082, 3.567, -0.397], [-2.836, 6.462, 0.865], [-2.555, 4.918, 1.118], [-2.558, 4.141, -0.225], [-1.575, 3.126, -0.270], [-1.561, 2.411, -1.477], [-1.296, 4.728, 1.844], [-2.950, 6.951, 1.833], [-3.700, 6.625, 0.221], [-2.107, 7.069, 0.329], [-3.319, 4.436, 1.729], [-2.311, 4.736, -1.104], [-3.563, 3.785, -0.449], [-0.986, 1.486, -1.512], [-1.167, 3.081, -2.242], [-2.571, 2.157, -1.800], [-0.612, 4.757, 1.101], [-1.050, 5.706, 1.902]], "lowdin_charge": [-0.44, -0.09, -0.22, -0.64, 0.12, 0.13, 0.14, -0.31, -0.09, 0.06, 0.07, 0.06, 0.09, 0.11, 0.12, 0.95, -0.28, -0.30, -0.25, -0.28, -0.30, -0.28, -0.06, -0.45, -0.18, -0.18, -0.09, 0.09, 0.07, 0.07, 0.07, 0.12, 0.11, 0.11, 0.07, 0.08, 0.06, 0.01, 0.03, -0.08, -0.38, -0.20, -0.21, -0.11, 0.05, 0.07, 0.06, 0.07, 0.12, 0.12, 0.12, 0.08, 0.08, 0.08, 0.04, 0.02, -0.07, -0.38, -0.26, -0.17, -0.05, 0.05, 0.07, 0.06, 0.07, 0.12, 0.11, 0.12, 0.09, 0.09, 0.04, 0.02, 0.06, -0.05, -0.42, -0.21, -0.19, -0.09, 0.04, 0.08, 0.07, 0.06, 0.11, 0.13, 0.13, 0.08, 0.08, 0.08, 0.05, 0.08, -0.09, -0.40, -0.15, -0.21, -0.13, 0.06, 0.08, 0.08, 0.06, 0.12, 0.11, 0.11, 0.08, 0.08, 0.08, 0.04, 0.04, -0.07, -0.38, -0.20, -0.24, -0.12, 0.07, 0.06, 0.05, 0.06, 0.11, 0.11, 0.11, 0.06, 0.09, 0.06, 0.02, 0.05], "e_tot_ha": -5174.91079, "relative_energy_kj_mol": 363.5, "total_charge": -2, "lumo_ev": 3.5}



| no. | HOMO-LUMO gap (eV) |
| --- | --- |
| 1 | 10.189 |
| 2 | 9.150 |
| 3 | 4.556 |